Formula: C25H24CrN7OSSe
Source: the OMol25 dataset
Level of theory: wB97M-V/def2-TZVPD

Values from the calculation:
Total energy in eV: -143391.4139
HOMO level (alpha / beta) in hartree: -0.3854 / -0.3929
E_LUMO (alpha / beta) in eV: -3.45 / -3.71
Net charge: +1
2S+1: 5

Each line ends with the Löwdin spin population.
CARTESIAN COORDINATES (ANGSTROEM)
1 Cr 0.76737 -0.37365 0.00650  3.57
2 N 3.46220 0.56046 1.16497  0.09
3 C 2.38246 0.27317 0.83020  0.07
4 H 4.38194 0.80655 1.45453  0.00
5 N -1.63730 -4.82292 5.13183  0.00
6 C -1.95635 -5.04218 6.44049  0.00
7 C -2.55133 -6.11341 7.09172  0.00
8 C -2.73230 -5.98985 8.45130  0.00
9 C -2.32904 -4.84099 9.14729  0.00
10 C -1.73631 -3.77433 8.51253  0.00
11 C -1.55000 -3.86747 7.13034  0.00
12 N -1.02693 -2.98369 6.24271  0.01
13 C -1.08710 -3.56332 5.06296  0.00
14 C -0.63151 -2.92801 3.85891  0.01
15 C -0.55747 -3.55165 2.60697  0.00
16 C -0.09199 -2.84937 1.51825  0.02
17 N 0.30655 -1.56648 1.55988  0.01
18 C 0.23394 -0.96586 2.76953  0.02
19 C -0.21326 -1.58655 3.90648  0.00
20 H -1.81506 -5.45808 4.37200  0.00
21 H -2.85038 -6.99781 6.55206  0.00
22 H -3.19897 -6.79497 8.99793  0.00
23 H -2.48896 -4.80550 10.21366  0.00
24 H -1.42160 -2.89515 9.04987  0.00
25 H -0.83750 -4.58196 2.46722  0.00
26 H -0.02068 -3.33931 0.55506  0.00
27 H 0.55932 0.06962 2.80237  0.01
28 H -0.24053 -1.06500 4.84777  0.00
29 C 2.44846 -0.99473 -6.46330  0.00
30 C 2.48650 0.17926 -5.49292  0.00
31 C 2.70593 -0.27492 -4.05605  0.00
32 N 1.54749 -1.02318 -3.58969  0.00
33 C 1.42760 -1.68685 -2.45016  0.01
34 S -0.11446 -1.98796 -1.79032  0.02
35 N 2.52011 -2.18007 -1.79667  0.02
36 C 3.79104 -2.61093 -2.25938  0.00
37 O 4.72712 -2.47797 -1.51436  0.00
38 C 3.84242 -3.25850 -3.57788  0.00
39 C 5.09025 -3.34544 -4.20269  0.00
40 C 5.21256 -3.97694 -5.42341  0.00
41 C 4.10261 -4.55411 -6.02097  0.00
42 C 2.86963 -4.50424 -5.38833  0.00
43 C 2.73230 -3.86249 -4.17187  0.00
44 H 2.20889 -0.64520 -7.46309  0.00
45 H 1.69631 -1.72206 -6.16690  0.00
46 H 3.41222 -1.49899 -6.49321  0.00
47 H 1.55604 0.75100 -5.55013  0.00
48 H 3.30167 0.85114 -5.76449  0.00
49 H 2.83994 0.60232 -3.40968  0.00
50 H 3.60267 -0.89144 -3.99473  0.00
51 H 0.67165 -0.72787 -4.00934  0.00
52 H 2.40526 -2.32242 -0.79238  0.01
53 H 5.94801 -2.90849 -3.71431  0.00
54 H 6.17442 -4.03015 -5.90715  0.00
55 H 4.19936 -5.05268 -6.97311  0.00
56 H 2.01481 -4.97431 -5.84847  0.00
57 H 1.77216 -3.86327 -3.67676  0.00
58 Se -0.07754 2.52417 -3.58628  0.10
59 C 0.35836 1.59362 -2.21303  0.06
60 N 0.67635 0.91041 -1.30014  -0.01



Formula: C25H24F3N3O2V
Source: the OMol25 dataset
Level of theory: wB97M-V/def2-TZVPD

Values from the calculation:
Total energy in eV: -68692.8331
HOMO level in hartree: -0.6431
E_LUMO in eV: -11.28
Net charge: +3

Each line ends with the Löwdin charge.
CARTESIAN COORDINATES (ANGSTROEM)
1 V 0.23684 0.28341 0.01126  1.14
2 C -2.84849 -1.84538 -2.35634  0.00
3 C -2.45586 -3.16362 -2.19100  0.00
4 C -1.37796 -3.45847 -1.37251  0.03
5 C -0.66985 -2.42863 -0.75590  -0.16
6 C -1.01947 -1.09904 -1.01878  -0.09
7 C -2.14203 -0.79556 -1.77174  -0.05
8 C 0.30721 -2.65843 0.30129  -0.19
9 C 0.82325 -3.90614 0.69464  0.05
10 C 1.69123 -3.95753 1.74779  0.07
11 C 2.05291 -2.77553 2.44235  -0.13
12 C 2.92420 -2.78299 3.55851  0.02
13 C 3.22776 -1.61777 4.20618  -0.02
14 C 2.66297 -0.40023 3.77185  -0.01
15 C 1.81337 -0.36316 2.69407  -0.02
16 C 1.50480 -1.55458 2.01104  -0.20
17 N 0.64413 -1.53451 0.92628  0.03
18 H -3.71960 -1.61539 -2.95649  0.14
19 H -3.00920 -3.96338 -2.66351  0.14
20 H -1.11611 -4.49081 -1.18335  0.13
21 H -2.49046 0.20950 -1.93407  0.12
22 H 0.53255 -4.80181 0.16681  0.13
23 H 2.10452 -4.90676 2.06776  0.15
24 H 3.33243 -3.72724 3.89635  0.14
25 H 3.88579 -1.62634 5.06407  0.13
26 H 2.89168 0.51081 4.30934  0.13
27 H 1.36162 0.58541 2.41163  0.10
28 O -1.45827 0.14583 1.15192  -0.12
29 C -1.78901 1.10756 2.18067  -0.05
30 C -1.04446 2.33494 1.78243  -0.21
31 C -1.27771 3.55111 2.38844  0.05
32 C -0.55329 4.65770 1.97789  0.04
33 C 0.39291 4.50835 0.97113  0.02
34 C 0.58334 3.27082 0.40901  -0.06
35 N -0.12847 2.17714 0.79536  0.02
36 H -1.95754 -0.68020 1.21177  0.16
37 H -1.45816 0.72710 3.14947  0.16
38 H -2.86820 1.25660 2.19163  0.17
39 H -2.02588 3.62902 3.16655  0.15
40 H -0.72748 5.62436 2.43276  0.15
41 H 0.97385 5.34761 0.61528  0.14
42 H 1.29782 3.12062 -0.38179  0.11
43 C 4.50930 1.29503 -0.55240  0.06
44 N 4.20404 -0.14856 -0.59988  -0.08
45 C 5.35870 -1.09482 -0.77034  0.06
46 C 3.02234 -0.63048 -0.54060  -0.12
47 O 1.95546 0.13051 -0.43894  -0.16
48 H 5.41886 1.41508 0.02942  0.12
49 H 3.68798 1.82524 -0.08419  0.09
50 H 4.66902 1.64148 -1.57251  0.13
51 H 6.23975 -0.49810 -0.97996  0.11
52 H 5.15338 -1.75285 -1.60964  0.12
53 H 5.49230 -1.64696 0.15609  0.11
54 H 2.86057 -1.70393 -0.60634  0.18
55 F 0.21259 0.20866 -3.01268  0.19
56 C 0.09644 1.02613 -1.99586  -0.59
57 F -1.00791 1.76302 -2.07969  0.15
58 F 1.13281 1.88251 -2.05658  0.11



Formula: C25H24F6N2O3PtS6Sb
Source: the OMol25 dataset
Level of theory: wB97M-V/def2-TZVPD

Values from the calculation:
Total energy in eV: -126519.0361
HOMO level (alpha / beta) in hartree: -0.4868 / -0.5133
E_LUMO (alpha / beta) in eV: -7.11 / -9.59
Net charge: +2
2S+1: 6
Energy above the lowest of the compared OMol25 structures with the same formula, charge and spin in kJ/mol: 0.00

Each line ends with the Löwdin spin population.
CARTESIAN COORDINATES (ANGSTROEM)
1 Pt -15.55712 0.92529 -12.70365  1.41
2 C -18.28009 -0.70027 -10.93321  0.01
3 O -17.92068 0.69124 -11.06450  0.06
4 C -18.67296 1.52897 -11.86267  0.06
5 C -20.08712 1.44173 -11.97766  -0.01
6 C -20.76742 2.47243 -12.65126  0.06
7 C -20.10962 3.43736 -13.39561  0.00
8 C -18.71039 3.40319 -13.47169  0.05
9 C -17.93960 2.53510 -12.67686  0.03
10 N -16.54518 2.58899 -12.73706  0.36
11 N -16.06063 3.79555 -12.80510  -0.06
12 C -14.76068 3.99716 -13.11204  0.21
13 C -13.77688 2.97013 -13.52383  0.07
14 O -14.08792 1.73530 -13.72515  0.26
15 C -12.43107 3.30061 -13.71362  0.01
16 C -12.04974 4.63121 -13.76581  0.01
17 C -12.97134 5.66225 -13.40377  0.03
18 C -12.50057 6.99017 -13.36004  0.01
19 C -13.36862 8.02645 -13.03730  0.08
20 C -14.69186 7.75333 -12.69500  -0.01
21 C -15.13849 6.42628 -12.67796  0.09
22 C -14.31470 5.37467 -13.07392  0.00
23 H -19.05252 -0.81056 -10.16775  0.00
24 H -17.37778 -1.21134 -10.59570  0.00
25 H -18.55580 -1.11708 -11.88388  0.00
26 H -20.62626 0.58399 -11.51088  0.00
27 H -21.84533 2.49576 -12.57434  0.00
28 H -20.67595 4.23833 -13.95053  0.00
29 H -18.20268 4.12173 -14.11725  0.00
30 H -11.77154 2.45466 -13.86452  0.00
31 H -11.03674 4.95530 -14.05494  0.00
32 H -11.43576 7.20672 -13.56996  0.00
33 H -13.05430 9.05568 -13.11476  0.00
34 H -15.40435 8.56026 -12.47162  0.00
35 H -16.16022 6.15594 -12.42331  0.00
36 F -13.23355 -0.68725 -12.45704  0.03
37 Sb -13.82759 -2.28875 -11.54319  0.00
38 F -12.39904 -3.30682 -12.28469  0.00
39 F -15.03983 -2.66306 -12.99704  0.01
40 F -12.73243 -1.70149 -10.05919  0.00
41 F -15.22437 -1.23136 -10.60654  0.02
42 F -14.35377 -3.93196 -10.68742  0.00
43 C -18.80625 -0.62767 -16.51779  0.03
44 S -17.59240 -1.31673 -17.62864  0.20
45 C -16.06279 -1.25325 -16.80033  0.17
46 C -15.64620 -0.76521 -15.53786  0.09
47 S -16.79965 -0.35505 -14.34629  0.48
48 S -13.91441 -0.75854 -15.29147  0.00
49 C -13.49384 -1.54908 -16.77065  0.17
50 S -11.89714 -1.83073 -17.10354  0.89
51 S -14.82298 -1.98930 -17.77029  0.01
52 H -19.74065 -0.65138 -17.12027  0.00
53 H -18.59491 0.41322 -16.27187  0.01
54 H -18.95443 -1.18645 -15.58688  0.00
55 O -14.49931 1.91191 -10.97737  0.11
56 S -14.05598 0.97454 -9.79701  0.01
57 C -15.50968 0.95146 -8.67445  0.00
58 C -15.19594 1.91035 -7.48766  0.00
59 C -13.67459 2.28918 -7.46748  0.00
60 C -13.08849 2.20477 -8.85784  0.01
61 H -15.59047 -0.08968 -8.36450  0.00
62 H -16.41416 1.23562 -9.25720  0.00
63 H -15.50939 1.48743 -6.53022  0.00
64 H -15.77838 2.83461 -7.64569  0.00
65 H -13.14526 1.61807 -6.80579  0.00
66 H -13.57003 3.29503 -7.08076  0.00
67 H -12.06150 1.79027 -8.89850  0.00
68 H -13.11210 3.13857 -9.40982  0.00



Formula: C25H24HfN2O9
Source: the OMol25 dataset
Level of theory: wB97M-V/def2-TZVPD

Values from the calculation:
Total energy in eV: -49029.4186
HOMO level in hartree: -0.3163
E_LUMO in eV: -0.74
Net charge: 0
Energy above the lowest of the compared OMol25 structures with the same formula, charge and spin in kJ/mol: 0.00

Each line ends with the Löwdin charge.
CARTESIAN COORDINATES (ANGSTROEM)
1 Hf 0.05468 0.44561 0.35438  1.76
2 C -2.46016 0.18784 0.60638  -0.29
3 C -1.94808 0.67717 1.83691  -0.28
4 C -1.45073 1.98239 1.60416  -0.31
5 C -1.58069 2.26533 0.22852  -0.30
6 C -2.21702 1.14920 -0.38478  -0.29
7 C -2.63616 1.06143 -1.81599  -0.01
8 C -1.23046 3.56830 -0.42600  -0.01
9 C -1.01440 2.95927 2.64758  -0.03
10 C -2.10361 0.04251 3.18762  -0.01
11 C -3.21604 -1.07834 0.40265  -0.03
12 H -2.44917 0.07563 -2.24792  0.08
13 H -2.10797 1.79578 -2.42660  0.08
14 H -3.70671 1.25909 -1.91085  0.10
15 H -2.13275 4.16546 -0.58716  0.09
16 H -0.74462 3.42684 -1.39395  0.06
17 H -0.55832 4.15669 0.20085  0.08
18 H -1.65297 3.84510 2.62058  0.09
19 H 0.01817 3.28472 2.51783  0.08
20 H -1.09692 2.52467 3.64496  0.07
21 H -2.85959 0.57270 3.77256  0.09
22 H -1.18049 0.05033 3.77044  0.07
23 H -2.42303 -0.99672 3.10707  0.08
24 H -4.28773 -0.89388 0.51374  0.10
25 H -2.93056 -1.85031 1.11686  0.08
26 H -3.04992 -1.48668 -0.59521  0.08
27 O 0.74592 -3.18251 -0.96270  0.11
28 C 0.28299 -2.08040 -1.06698  -0.52
29 O -0.35695 -1.45391 -0.06820  -0.15
30 C 0.38181 -1.32498 -2.39964  -0.02
31 C 0.43258 -2.16525 -3.49698  0.07
32 C 0.54157 -1.64032 -4.76236  -0.12
33 C 0.62846 -0.29252 -4.97557  0.08
34 C 0.59010 0.55147 -3.88612  -0.03
35 C 0.46835 0.09191 -2.57270  -0.23
36 O 0.43963 0.93284 -1.54708  -0.17
37 N 0.69228 2.01288 -4.20750  -0.33
38 O 0.87919 2.31567 -5.36808  0.08
39 O 0.63849 2.80459 -3.29310  0.09
40 N 0.57415 -2.55513 -5.93261  -0.35
41 O 0.79544 -2.06679 -7.01928  0.08
42 O 0.38285 -3.73300 -5.72307  0.09
43 H 0.39222 -3.23447 -3.34638  0.14
44 H 0.72481 0.11210 -5.96985  0.13
45 C 3.46950 -2.32146 0.57747  0.01
46 C 2.54098 -1.22056 0.96019  -0.32
47 O 2.09034 -0.48903 0.06355  -0.03
48 C 2.19847 -0.97670 2.37129  -0.09
49 C 2.57210 -1.90285 3.36356  -0.02
50 C 2.45128 -1.59868 4.69408  -0.07
51 C 1.99228 -0.32189 5.05879  -0.06
52 C 1.61709 0.60465 4.11595  -0.01
53 C 1.66531 0.27336 2.75622  -0.32
54 O 1.24052 1.15227 1.85319  -0.19
55 H 3.77509 -2.18294 -0.45609  0.10
56 H 2.91516 -3.26321 0.64281  0.10
57 H 4.33482 -2.37102 1.23634  0.10
58 H 2.95115 -2.87345 3.06737  0.12
59 H 2.72643 -2.32112 5.45046  0.11
60 H 1.92929 -0.05954 6.10895  0.11
61 H 1.26153 1.58987 4.38941  0.12



- The lowest total energy belongs to which entry?
  C25H24CrN7OSSe



- Among the records above, which one has the lowest total energy?
  C25H24CrN7OSSe